Entry 1:
DFT (ωB97M-V/def2-TZVPD) results for C32H32Cl2N12PPt as an isolated structure.

Values from the calculation:
Molecular weight (g mol⁻¹): 881.65
Strongest force on any atom (Eh/bohr): 0.0173
Relative energy (zero: lowest compared OMol25 entry of this formula, charge and spin) (eV): 0.209
HOMO level (eV): -8.58
Frontier orbital gap (eV): 6.7
Charge: +1
E (hartree): -3276.569963

Last column: Löwdin charge in e.
CARTESIAN COORDINATES (ANGSTROEM)
Pt: -0.1575 0.3320 0.1110  1.11
C: 0.7611 -3.0661 5.4420  -0.03
N: 0.5718 -3.1085 4.0005  -0.14
C: 0.6144 -4.2321 3.2327  -0.05
C: 0.3954 -3.8232 1.9434  -0.13
N: 0.2220 -2.4759 1.9062  0.07
C: 0.3347 -2.0598 3.1476  -0.47
P: 0.1933 -0.3770 3.7854  1.17
C: -1.3186 0.2211 2.9745  -0.43
N: -1.5921 0.2402 1.6710  -0.08
C: -2.8641 0.7265 1.5433  -0.11
C: -3.3693 0.9907 2.7778  -0.03
N: -2.3889 0.6688 3.6740  -0.12
C: -2.4967 0.8363 5.1165  -0.02
C: 1.3517 0.5949 2.7783  -0.42
N: 1.3808 0.7299 1.4540  -0.07
C: 2.4314 1.5558 1.1572  -0.08
C: 3.0595 1.9007 2.3125  -0.02
N: 2.3740 1.2928 3.3261  -0.12
C: 2.7056 1.3945 4.7406  -0.02
H: 0.8129 -4.0866 5.8109  0.09
H: -0.0741 -2.5630 5.9248  0.08
H: 1.6869 -2.5531 5.6979  0.09
H: 0.7909 -5.2043 3.6597  0.12
H: 0.3476 -4.4281 1.0529  0.10
H: -3.3396 0.8472 0.5905  0.02
H: -4.3244 1.3759 3.0883  0.13
H: -3.5435 0.7606 5.3978  0.10
H: -2.1137 1.8103 5.4173  0.10
H: -1.9361 0.0574 5.6251  0.07
H: 2.6803 1.8239 0.1493  0.11
H: 3.9181 2.5217 2.4965  0.13
H: 3.7036 1.8141 4.8277  0.10
H: 2.6957 0.4113 5.2037  0.08
H: 1.9995 2.0434 5.2558  0.10
C: 1.3818 3.5598 -4.1555  -0.12
C: 0.7669 3.7248 -2.9214  -0.09
C: 0.7171 2.6870 -2.0023  -0.08
C: 1.2649 1.4262 -2.2899  -0.33
C: 1.8220 1.2561 -3.5742  -0.07
C: 1.9075 2.3112 -4.4690  -0.12
N: 1.2510 0.4001 -1.3542  -0.14
C: 2.3895 -0.4202 -1.2206  -0.32
C: 3.6629 -0.0468 -1.6842  -0.06
C: 4.7726 -0.8483 -1.4666  -0.09
C: 4.6698 -2.0377 -0.7613  -0.11
C: 3.4265 -2.3976 -0.2625  -0.09
C: 2.3119 -1.6074 -0.4869  -0.11
H: 1.4534 4.3839 -4.8527  0.10
H: 0.3440 4.6853 -2.6525  0.10
H: 0.2618 2.8449 -1.0311  0.08
H: 2.2235 0.2889 -3.8473  0.12
H: 2.3898 2.1497 -5.4268  0.11
H: 3.8026 0.8884 -2.2088  0.10
H: 5.7335 -0.5254 -1.8483  0.10
H: 5.5389 -2.6590 -0.5924  0.10
H: 3.3179 -3.3066 0.3178  0.10
H: 1.3654 -1.8820 -0.0512  0.00
Cl: -4.7560 0.8852 -1.2971  0.74
C: -4.0556 -0.7047 -1.5054  -0.55
C: -4.9721 -1.7263 -1.7025  -0.12
C: -4.5465 -3.0376 -1.7745  -0.07
C: -3.1941 -3.3094 -1.6647  -0.11
C: -2.2852 -2.2808 -1.4959  -0.58
Cl: -0.6118 -2.6969 -1.5453  0.77
C: -2.6707 -0.9336 -1.4037  -0.31
N: -1.7027 0.0761 -1.2402  -0.18
H: -6.0208 -1.4734 -1.7706  0.10
H: -5.2569 -3.8377 -1.9266  0.11
H: -2.8190 -4.3195 -1.7486  0.11
N: -2.5897 3.0871 -6.1129  0.19
C: -2.0846 2.3368 -5.1267  -0.46
N: -1.0522 1.5299 -5.3766  0.22
N: -2.6671 2.4634 -3.9294  0.15
C: -2.2732 1.6882 -2.9813  -0.16
N: -1.8742 1.1188 -2.0464  0.08
H: -2.3663 2.8865 -7.0725  0.12
H: -3.4697 3.5395 -5.9259  0.12
H: -0.5107 1.6730 -6.2138  0.12
H: -0.5088 1.1874 -4.5909  0.09

Entry 2:
DFT (ωB97M-V/def2-TZVPD) results for C32H32Cl2N4NiO6Si2 as an isolated structure.

Values from the calculation:
Molecular weight (g mol⁻¹): 754.40
Strongest force on any atom (Eh/bohr): 0.0152
Relative energy (zero: lowest compared OMol25 entry of this formula, charge and spin) (eV): 0.000
HOMO level (spin up / spin down) (eV): -0.24 / -1.98
Frontier orbital gap (spin up / spin down) (eV): 4.2 / 5.9
2S+1: 3
Charge: -2
E (hartree): -4916.769920

Last column: Löwdin charge in e.
CARTESIAN COORDINATES (ANGSTROEM)
Ni: 1.3106 -1.0640 1.0759  0.27
O: -1.4421 -1.8243 6.1834  0.08
C: -2.2697 -2.3235 5.2891  -0.53
O: -3.3832 -2.7006 5.5961  0.03
C: -1.7749 -2.4192 3.8867  -0.07
C: -2.5178 -2.8745 2.8086  -0.58
Cl: -4.1831 -3.2368 2.7456  0.79
N: -1.7395 -2.8782 1.7026  -0.04
N: -0.5141 -2.3748 1.9994  0.16
C: -0.5300 -2.1002 3.3014  -0.14
C: 0.7174 -1.5064 3.9032  -0.56
O: 0.7420 -1.3027 5.1415  0.02
O: 1.6405 -1.2618 3.1054  -0.08
C: -2.0555 -3.4415 0.4367  -0.15
C: -2.7966 -4.6063 0.3786  -0.11
C: -3.2736 -5.1301 -0.8336  -0.15
C: -3.0671 -4.4779 -2.0346  -0.10
C: -2.4047 -3.1925 -2.0192  -0.17
C: -1.5779 -2.7488 -0.7970  -0.34
H: -0.5202 -1.5862 5.7695  0.03
H: -3.0206 -5.1337 1.2960  0.07
H: -3.7935 -6.0817 -0.8108  0.08
H: -3.3966 -4.8972 -2.9767  0.07
H: -1.8649 -2.9515 -2.9353  0.14
H: 0.2178 -2.0155 -1.1229  0.03
C: -1.8795 0.8166 1.8832  -0.07
Si: -0.6664 1.9853 -0.4587  0.68
C: -0.7961 1.6581 -2.3146  -0.15
C: 0.9956 2.8929 -0.1704  -0.24
C: 0.8794 4.2116 -0.6560  -0.14
C: 1.9296 5.1123 -0.6568  -0.12
C: 3.1551 4.7080 -0.1490  -0.11
C: 3.2925 3.4127 0.3164  -0.13
C: 2.2538 2.4649 0.3136  -0.29
Si: 2.8084 0.6933 0.9443  0.56
C: 3.5260 1.1387 2.6543  -0.25
C: 4.4471 0.4867 -0.0685  -0.25
H: -2.6931 1.5391 1.8315  0.06
H: -1.0955 1.2325 2.5228  0.09
H: -2.2625 -0.0857 2.3652  0.07
H: -1.8079 1.8973 -2.6478  0.03
H: -0.6070 0.6111 -2.5535  0.02
H: -0.0903 2.2862 -2.8650  0.02
H: -0.0691 4.5488 -1.0608  0.08
H: 1.7870 6.1157 -1.0426  0.09
H: 3.9965 5.3927 -0.1205  0.09
H: 4.2622 3.1118 0.6978  0.07
H: 4.3037 1.9090 2.6010  0.00
H: 3.9516 0.2388 3.1042  0.01
H: 2.7394 1.4748 3.3331  0.02
H: 5.2219 1.1853 0.2677  0.00
H: 4.3286 0.6239 -1.1472  -0.01
H: 4.8289 -0.5269 0.0856  0.01
C: 3.4513 1.3220 -4.1952  -0.02
N: 2.7802 0.2143 -3.5542  -0.13
C: 2.7127 -1.0928 -3.9866  -0.08
C: 2.0616 -1.7759 -3.0029  -0.13
N: 1.7401 -0.9180 -1.9751  0.06
C: 2.1876 0.2541 -2.3414  -0.22
H: 3.6004 1.0874 -5.2476  0.08
H: 4.4194 1.5155 -3.7310  0.09
H: 2.8371 2.2185 -4.1214  0.09
H: 3.1181 -1.3967 -4.9363  0.10
H: 1.7880 -2.8158 -2.9587  0.10
H: 2.1156 1.1647 -1.7668  0.10
Cl: -4.4104 4.3502 0.2067  0.56
C: -3.2610 3.0369 -0.2094  -0.71
C: -1.9609 3.2860 -0.0560  -0.19
C: -1.3165 0.4694 0.4988  -0.34
C: -2.3672 -0.1663 -0.3935  -0.19
C: -3.5572 0.5674 -0.7805  -0.04
C: -3.9643 1.8573 -0.6768  -0.17
C: -2.3244 -1.4222 -0.9211  -0.14
O: -3.2559 -1.9110 -1.7792  0.01
O: -0.2008 -2.8874 -1.0483  0.01
H: -1.6990 4.2419 0.3838  0.06
H: -0.4590 -0.1914 0.7423  0.03
H: -4.3017 -0.0714 -1.2420  0.11
H: -4.9764 2.0583 -1.0067  0.07

Entry 3:
DFT (ωB97M-V/def2-TZVPD) results for C32H32Cl6N3Na as an isolated structure.

Values from the calculation:
Molecular weight (g mol⁻¹): 694.34
Strongest force on any atom (Eh/bohr): 0.0060
Relative energy (zero: lowest compared OMol25 entry of this formula, charge and spin) (eV): 1.041
HOMO level (eV): -0.42
Frontier orbital gap (eV): 4.1
Charge: -2
E (hartree): -4326.295311

Last column: Löwdin charge in e.
CARTESIAN COORDINATES (ANGSTROEM)
Na: 0.6275 -0.1564 0.2878  0.18
C: -2.6341 -3.0714 0.3749  -0.05
C: -1.2095 -2.9488 -0.1188  -0.18
C: -0.9527 -2.7221 -1.4774  -0.18
C: -2.0755 -2.5230 -2.4702  -0.05
C: 0.3711 -2.6481 -1.9289  -0.18
C: 0.6423 -2.4167 -3.3965  -0.03
C: 1.4364 -2.7846 -1.0306  -0.19
C: 2.8608 -2.6180 -1.5153  -0.04
C: 1.1758 -3.0482 0.3208  -0.20
C: 2.3166 -3.3117 1.2785  -0.04
C: -0.1457 -3.0807 0.7846  -0.20
C: -0.4063 -3.2321 2.2678  -0.06
H: -3.0550 -2.0932 0.6299  0.08
H: -2.6937 -3.7012 1.2609  0.07
H: -3.2745 -3.5173 -0.3835  0.07
H: -2.2211 -3.4162 -3.0905  0.09
H: -1.8607 -1.6766 -3.1203  0.07
H: -3.0185 -2.2852 -1.9870  0.06
H: 0.6597 -1.3468 -3.6248  0.08
H: -0.1298 -2.8726 -4.0145  0.07
H: 1.6011 -2.8363 -3.6968  0.07
H: 3.2644 -3.5530 -1.9213  0.09
H: 3.5155 -2.2870 -0.7121  0.07
H: 2.9192 -1.8560 -2.2910  0.06
H: 2.6726 -2.3886 1.7466  0.04
H: 3.1584 -3.7747 0.7649  0.07
H: 2.0087 -3.9872 2.0762  0.07
H: -0.4470 -4.2847 2.5718  0.09
H: -1.3447 -2.7616 2.5532  0.05
H: 0.3770 -2.7413 2.8443  0.06
Cl: 3.8089 -0.2317 3.1016  0.60
C: 2.1682 0.1897 3.6120  -0.70
C: 1.1391 0.0221 2.7049  -0.16
C: -0.1064 0.3888 3.1957  -0.68
Cl: -1.4854 0.2176 2.1153  0.70
C: -0.3429 0.8787 4.4769  -0.71
Cl: -1.9360 1.3139 5.0064  0.63
C: 0.7348 1.0144 5.3493  -0.72
Cl: 0.4871 1.6016 6.9596  0.62
C: 2.0116 0.6683 4.9121  -0.72
Cl: 3.3589 0.8392 5.9955  0.61
Cl: -5.9305 1.8220 -5.9372  0.50
C: -4.7708 1.4636 -4.6510  -0.73
C: -3.4623 1.9407 -4.7284  -0.17
C: -2.5558 1.6702 -3.7295  -0.09
C: -2.8919 0.8958 -2.5562  -0.38
C: -1.9899 0.6072 -1.5538  -0.07
C: -4.2561 0.4204 -2.5442  -0.10
C: -5.1534 0.7006 -3.5521  -0.17
H: -3.1642 2.5295 -5.5891  0.08
H: -1.5442 2.0551 -3.8134  0.09
H: -0.9549 0.9362 -1.6080  0.01
H: -2.2861 0.0016 -0.7025  0.00
H: -4.5823 -0.1760 -1.6968  0.09
H: -6.1699 0.3261 -3.4950  0.08
N: 1.4772 3.5762 1.0044  -0.08
N: 0.2075 3.0184 0.6312  -0.07
H: 2.1393 3.4598 0.2417  0.04
H: 1.8256 3.0028 1.7637  0.04
H: 0.3635 2.2918 -0.0619  0.00
H: -0.3409 3.7407 0.1845  0.05
N: 6.5839 1.1633 -4.5251  0.10
C: 5.6562 1.0982 -3.8438  -0.22
C: 4.5008 1.0179 -2.9944  -0.28
C: 4.6455 0.8958 -1.6101  -0.07
C: 3.5168 0.8133 -0.8067  -0.17
C: 2.1895 0.8406 -1.2933  -0.13
C: 2.1110 0.9887 -2.6949  -0.16
C: 3.2126 1.0711 -3.5346  -0.07
H: 5.6424 0.8575 -1.1828  0.10
H: 3.6830 0.7076 0.2651  0.05
H: 1.1292 1.0362 -3.1652  0.07
H: 3.0941 1.1707 -4.6085  0.10